P:
A cluster of 3 separate species, H3NOS2 in total. Source: the OMol25 dataset; level of theory: wB97M-V/def2-TZVPD.

The lowest unoccupied orbital energy comes out at -2.15 eV. For the HOMO-LUMO gap, the calculation gives 8.254 eV.

Element x y z (Å)
N  -0.539  -0.891  -0.349
O  2.531  -0.101  0.954
S  2.651  -1.213  -1.706
S  2.354  0.193  -0.455
H  0.389  -0.711  0.160
H  -0.248  -1.460  -1.129
H  -0.615  0.482  -0.863

Q:
A cluster of 3 separate species, H3NOS2 in total. Source: the OMol25 dataset; level of theory: wB97M-V/def2-TZVPD.

The lowest unoccupied orbital energy (alpha / beta) comes out at -1.96 / -1.36 eV. For the HOMO-LUMO gap (alpha / beta), the calculation gives 7.149 / 8.201 eV.

Element x y z (Å)
N  0.256  -0.855  0.965
O  1.326  -0.202  0.825
S  -0.598  -1.685  -0.252
S  2.545  -0.257  -0.283
H  -0.521  0.689  0.236
H  -1.791  -1.371  0.387
H  -0.534  1.084  -0.740

Which is the most stable structure? P is the most stable.